DFT (ωB97M-V/def2-TZVPD) results for a 5-piece molecular cluster, C30H25N5O10 overall.

CARTESIAN COORDINATES (ANGSTROEM)
1 C 2.35434 3.15214 2.37342
2 C 2.13783 2.61387 3.61394
3 C 2.93473 3.10265 4.64872
4 C 3.73416 4.19402 4.50942
5 C 3.97858 4.70573 3.20288
6 C 3.32221 4.17928 2.15626
7 N 4.48105 4.70756 5.64766
8 O 4.03390 4.65090 6.78977
9 O 5.67540 4.93357 5.43378
10 H 1.80217 2.73858 1.54248
11 H 1.47317 1.78035 3.78686
12 H 2.77675 2.69007 5.63422
13 H 4.69039 5.46605 2.91714
14 H 3.49257 4.49096 1.13634
15 C -2.70999 1.19433 2.59112
16 C -3.72086 1.73457 3.40874
17 C -4.46311 2.82468 3.02911
18 C -4.22408 3.41668 1.80432
19 C -3.16143 2.93283 1.01379
20 C -2.46019 1.84379 1.34278
21 N -4.99286 4.59882 1.35338
22 O -4.77958 5.02777 0.26246
23 O -5.96036 4.94919 2.05535
24 H -2.21444 0.27719 2.87340
25 H -3.84049 1.36714 4.41725
26 H -5.13606 3.19043 3.79054
27 H -3.00117 3.49857 0.10789
28 H -1.64645 1.48823 0.72811
29 C 0.29935 0.39158 -9.58577
30 C -0.86122 0.13885 -8.95264
31 C -0.86049 -0.28913 -7.62865
32 C 0.40274 -0.33153 -6.92473
33 C 1.53468 -0.00968 -7.59026
34 C 1.48335 0.40979 -8.90380
35 N 0.43580 -0.73761 -5.42136
36 O -0.61006 -0.79990 -4.81104
37 O 1.57335 -0.75764 -4.91868
38 H 0.13089 0.79246 -10.57437
39 H -1.82241 0.14654 -9.44505
40 H -1.79346 -0.65001 -7.22153
41 H 2.49456 -0.17718 -7.12448
42 H 2.36081 0.70597 -9.45944
43 C 1.54178 -1.18837 -1.45469
44 C 1.02915 -0.10104 -0.86289
45 C 0.84793 -0.21447 0.53394
46 C 1.12409 -1.41568 1.19408
47 C 1.48318 -2.52924 0.42879
48 C 1.79148 -2.36786 -0.85786
49 N 0.85263 -1.45680 2.63454
50 O 0.75609 -0.38133 3.25087
51 O 0.56039 -2.65090 2.97711
52 H 1.79476 -1.07094 -2.49805
53 H 1.02062 0.82444 -1.41949
54 H 0.40637 0.62165 1.05582
55 H 1.70067 -3.47350 0.90574
56 H 2.29502 -3.15101 -1.40514
57 C -0.68543 -6.31055 3.13980
58 C -1.84736 -5.59476 3.08785
59 C -2.28309 -4.82237 1.98618
60 C -1.42354 -4.62035 0.86594
61 C -0.29046 -5.44812 0.84485
62 C 0.10279 -6.25582 1.96339
63 N -1.63826 -3.66716 -0.28326
64 O -2.67729 -3.01320 -0.30599
65 O -0.92211 -3.66617 -1.25566
66 H -0.36950 -6.70905 4.09257
67 H -2.61022 -5.58565 3.85229
68 H -3.22351 -4.29472 2.04604
69 H 0.25101 -5.30078 -0.07792
70 H 1.06874 -6.73872 1.95183

Summary:
spin multiplicity	2
E_LUMO (spin up / spin down)	1.084 / 1.084	eV
energy	-2183.8569	Ha
expectation value of S²	0.760
net charge	-1
relative energy (zero: lowest compared OMol25 entry of this formula, charge and spin)	30.6	kcal/mol
frontier orbital gap (spin up / spin down)	2.97 / 6.29	eV

DFT (ωB97M-V/def2-TZVPD) results for C30H25N5O10 as an isolated structure.

CARTESIAN COORDINATES (ANGSTROEM)
1 C -2.28847 -0.68194 -0.53564
2 C -1.09104 -0.90165 -1.14897
3 C 0.03047 -0.21265 -0.76938
4 C -0.12025 0.69653 0.26910
5 C -1.35684 0.92654 0.95712
6 C -2.44546 0.22678 0.49429
7 N 1.06338 1.36028 0.77377
8 O 0.91180 2.15369 1.70378
9 O 2.12619 1.12933 0.28756
10 H -3.15140 -1.25059 -0.84934
11 H -1.04449 -1.53748 -2.02071
12 H 1.00086 -0.37359 -1.21528
13 H -1.46298 1.62342 1.77536
14 H -3.38392 0.50365 0.95149
15 C 3.27763 0.28469 -0.33969
16 C 3.72365 1.54433 -0.82540
17 C 5.10762 1.82478 -0.70403
18 C 5.93025 0.92692 0.01685
19 C 5.44262 -0.28400 0.54090
20 C 4.11475 -0.54383 0.35805
21 N 7.39130 1.22853 0.19744
22 O 7.92225 2.01985 -0.55485
23 O 7.95861 0.60361 1.07849
24 H 2.24462 0.03059 -0.52601
25 H 3.14246 2.23630 -1.41685
26 H 5.48163 2.73896 -1.14081
27 H 6.08769 -0.94258 1.10354
28 H 3.76105 -1.49975 0.71516
29 C 3.63585 -1.73982 -1.02132
30 C 4.10236 -2.63073 -2.01135
31 C 3.25686 -3.33029 -2.83789
32 C 1.87105 -3.13217 -2.79273
33 C 1.38510 -2.27252 -1.76767
34 C 2.26021 -1.53133 -0.92892
35 N 1.01272 -3.73104 -3.89107
36 O 1.58709 -4.23825 -4.84829
37 O -0.22961 -3.53724 -3.86577
38 H 4.34084 -1.36644 -0.29333
39 H 5.17908 -2.70117 -2.05755
40 H 3.68494 -3.79281 -3.71494
41 H 0.32014 -2.12464 -1.66573
42 H 1.92423 -0.76933 -0.24127
43 C -0.55241 3.49986 1.25742
44 C -1.48650 3.32478 0.25929
45 C -2.76309 2.91203 0.59236
46 C -3.18087 2.84632 1.92749
47 C -2.19523 3.01220 2.95819
48 C -0.90104 3.40109 2.61285
49 N -4.62621 2.65330 2.31889
50 O -5.41319 2.16380 1.46477
51 O -4.94319 2.90637 3.49636
52 H 0.41555 3.88265 0.96947
53 H -1.07798 3.36314 -0.73972
54 H -3.50490 2.86045 -0.19087
55 H -2.49951 2.99994 3.99438
56 H -0.20511 3.59949 3.41455
57 C -5.22701 -2.15726 -0.94919
58 C -5.48683 -0.87061 -0.54502
59 C -4.94469 -0.29568 0.60609
60 C -4.01382 -1.13341 1.35322
61 C -3.82913 -2.50511 0.96806
62 C -4.41949 -2.96512 -0.19592
63 N -3.28813 -0.53567 2.45541
64 O -2.44751 -1.21814 3.01224
65 O -3.57008 0.61379 2.80102
66 H -5.79846 -2.52565 -1.78831
67 H -6.30942 -0.41096 -1.07270
68 H -5.13774 0.72311 0.90807
69 H -3.05066 -3.10437 1.41668
70 H -4.24822 -3.97332 -0.54318

Summary:
E_LUMO	-2.044	eV
energy	-2182.9708	Ha
relative energy (zero: lowest compared OMol25 entry of this formula, charge and spin)	599.0	kcal/mol
frontier orbital gap	4.67	eV

DFT (ωB97M-V/def2-TZVPD) results for C30H26AgN3O2P as an isolated structure.

CARTESIAN COORDINATES (ANGSTROEM)
1 Ag 0.30898 -2.93144 0.00806
2 N 1.57433 1.04627 0.87780
3 C 0.64902 2.01503 1.19432
4 C 1.07990 3.19386 1.82079
5 C 0.19685 4.21952 2.09143
6 C -1.14170 4.10823 1.73304
7 C -1.57341 2.94909 1.10892
8 C -0.70904 1.88826 0.83979
9 P -1.25797 0.28347 0.15743
10 C -3.05983 0.54162 -0.00918
11 C -3.84759 0.27226 1.11070
12 C -5.22297 0.43982 1.06949
13 C -5.83260 0.86155 -0.10415
14 C -5.06138 1.11874 -1.22784
15 C -3.68220 0.96416 -1.18013
16 C -0.69834 0.35542 -1.57857
17 C -0.09783 1.47674 -2.14279
18 C 0.33955 1.44894 -3.46030
19 C 0.17324 0.30157 -4.22354
20 C -0.42766 -0.81757 -3.66472
21 C -0.85737 -0.79969 -2.34525
22 H 1.28990 0.11141 0.60626
23 H 2.42353 1.03980 1.41908
24 H 2.12710 3.29116 2.08501
25 H 0.55761 5.11627 2.58079
26 H -1.83811 4.91156 1.93328
27 H -2.61589 2.86093 0.82967
28 H -3.37571 -0.08100 2.02169
29 H -5.81975 0.22441 1.94686
30 H -6.90836 0.97858 -0.14522
31 H -5.53332 1.44026 -2.14794
32 H -3.08490 1.16525 -2.06051
33 H 0.03490 2.37496 -1.55194
34 H 0.81506 2.32410 -3.88601
35 H 0.52165 0.27694 -5.24877
36 H -0.54846 -1.72407 -4.24412
37 H -1.29276 -1.70001 -1.91949
38 N -1.20524 -2.98252 2.10054
39 C -2.56934 -3.51741 2.03297
40 C -3.14171 -3.38807 0.62379
41 C -2.40967 -4.31987 -0.35185
42 O -2.79590 -5.48400 -0.43696
43 O -1.42984 -3.79388 -0.99382
44 H -0.75224 -3.23428 2.96937
45 H -1.20688 -1.96946 2.03101
46 H -3.24068 -3.02388 2.75003
47 H -2.52973 -4.57534 2.30020
48 H -3.06156 -2.35326 0.28577
49 H -4.19580 -3.66992 0.65250
50 N 9.28052 1.67135 0.23616
51 C 8.27181 1.11846 0.20134
52 C 7.01247 0.42946 0.15833
53 C 5.88146 1.07164 -0.34737
54 C 4.67094 0.40869 -0.38536
55 C 4.55489 -0.90975 0.08332
56 C 5.70328 -1.53990 0.58429
57 C 6.91706 -0.88243 0.62153
58 C 3.29531 -1.57644 0.06394
59 C 2.18169 -2.07822 0.04895
60 H 5.96015 2.08837 -0.70918
61 H 3.78616 0.89760 -0.77140
62 H 5.62203 -2.55571 0.94618
63 H 7.79634 -1.37767 1.01180

Summary:
E_LUMO	2.482	eV
energy	-1961.9294	Ha
net charge	-1
relative energy (zero: lowest compared OMol25 entry of this formula, charge and spin)	0.0	kcal/mol
frontier orbital gap	7.78	eV